Entry 1:
Formula: C15H26NO2S2SiTi
Source: OMol25
Level of theory: ωB97M-V with the def2-TZVPD basis set

Last column: natural (NBO) charge in e.
Cartesian coordinates (Å):
Si -3.3958 2.1575 -0.6091  1.66
C -1.0861 0.4278 -0.8913  0.14
N -0.3280 -0.5422 -1.5107  -0.55
O 0.8955 -2.7702 0.1682  -0.92
C 2.9347 1.0074 -2.2209  -0.68
C -4.9404 2.2981 -1.6314  -1.13
H -5.6122 3.0409 -1.1866  0.24
H 1.3464 -0.3422 2.2581  0.29
H -5.4809 1.3466 -1.6807  0.23
C -2.7095 0.2701 -2.6333  -0.12
C -0.7504 -1.0756 -2.6793  0.08
H 3.3031 0.4465 -3.0908  0.19
H -2.3072 4.1307 -1.6046  0.24
C -3.8692 1.6441 1.1053  -1.13
S 0.5721 -2.5616 1.6695  1.21
Ti 1.1181 -0.7610 -0.2432  0.86
C -2.3139 0.8471 -1.4252  -0.52
C -2.5518 3.8038 -0.5891  -1.13
H -2.9768 1.5646 1.7345  0.26
C -1.9206 -0.6851 -3.2723  -0.29
H -3.6422 0.5742 -3.0958  0.22
H 2.1898 -4.1895 1.7361  0.25
H 4.5598 0.9190 0.4968  0.16
H 3.0961 -3.7667 3.8925  0.23
C 1.4705 -3.8883 2.4989  -0.59
C 2.1128 -3.3182 3.7663  -0.42
C 2.2150 -1.7747 3.6515  -0.40
H 5.3109 0.5180 -1.0621  0.17
H 0.7788 -4.7073 2.6825  0.25
H -1.6246 3.7498 -0.0141  0.26
H 2.6205 -1.3574 1.5259  0.27
H 3.7037 1.7501 -1.9728  0.20
H -3.2041 4.5579 -0.1338  0.23
H 5.5273 -0.5725 0.3180  0.17
H 1.5707 -1.2991 4.3869  0.22
H -4.5492 2.3787 1.5502  0.23
S -0.3183 1.0444 0.5644  -0.29
C 1.7953 -1.3317 2.2527  -0.63
C 4.8248 0.0964 -0.1803  -0.24
H -4.3720 0.6717 1.0969  0.24
H -0.1068 -1.8229 -3.1168  0.21
H 2.0475 1.5604 -2.5256  0.22
H -2.2202 -1.1284 -4.2127  0.22
H 1.5301 -3.5877 4.6439  0.22
H -4.7165 2.6211 -2.6538  0.23
O 3.6858 -0.6481 -0.5357  -0.60
C 2.5634 0.1243 -1.0712  -0.20
H 3.2245 -1.4208 3.8443  0.24

Values from the calculation:
gap between HOMO and LUMO (alpha / beta): 5.4 / 5.4 eV
spin multiplicity: 2
E_LUMO (alpha / beta): 0.0047 / 0.0045 Eh
strongest force on any atom: 3.54 eV/A
E_HOMO (alpha / beta): -5.2519 / -5.3255 eV
⟨S²⟩: 0.828
E_tot: -74222.927 eV


Entry 2:
Formula: C4H12ClO4Sr2
Source: OMol25
Level of theory: ωB97M-V with the def2-TZVPD basis set

Last column: natural (NBO) charge in e.
Cartesian coordinates (Å):
H 2.2812 -2.8890 0.3251  0.53
H -4.1486 1.5985 -0.1536  0.20
O 2.7080 0.6950 -0.6070  -0.83
H 1.2489 -0.8792 0.8877  0.20
H -1.3934 -0.6870 0.1620  0.45
H 2.4820 -1.3615 1.9108  0.23
H -3.6107 -0.8245 0.1180  0.18
C 3.1773 0.2676 0.6090  -0.11
H -3.4694 -0.0104 1.7952  0.25
C -3.1210 1.3244 0.0851  -0.10
Sr 2.6329 -1.1915 -2.3915  1.90
C -3.1536 -0.0661 0.7534  -0.10
H 2.6670 1.6419 -0.4545  0.52
C 2.3296 -1.0213 0.8866  -0.13
O -2.4775 1.3906 -1.1932  -0.84
H -2.6870 2.0273 0.7962  0.22
Sr -0.4202 1.5974 -2.9944  1.92
O 2.7435 -2.0944 0.0488  -0.82
H -3.0041 0.8329 -1.7705  0.49
O -1.8541 -0.4672 0.9751  -0.72
Cl -0.0992 -1.0322 -1.7852  -0.89
H 4.2367 0.0438 0.7349  0.22
H 2.9316 1.1049 1.2622  0.22

Values from the calculation:
gap between HOMO and LUMO: 5.8 eV
charge: +3
E_LUMO: -0.4530 Eh
strongest force on any atom: 4.30 eV/A
E_HOMO: -18.1730 eV
E_tot: -26700.566 eV
relative energy (zero: lowest compared OMol25 entry of this formula, charge and spin): 0.00 kcal per mole


Entry 3:
Formula: C4H11NO
Source: OMol25
Level of theory: ωB97M-V with the def2-TZVPD basis set

Last column: natural (NBO) charge in e.
Cartesian coordinates (Å):
C 1.1058 0.8657 -0.9547  -0.27
H 0.1538 1.2743 -1.3344  0.20
O -1.8438 1.0359 -0.0924  -0.94
H -2.3472 0.2398 0.0937  0.47
H -0.9235 -0.3157 2.3379  0.21
H 1.0293 -0.3725 -2.6562  0.35
H 1.7863 1.6466 -0.7101  0.19
H 1.1105 0.5867 1.2373  0.17
H 2.4364 0.4419 -2.3326  0.35
C 0.8041 0.0675 0.3209  -0.16
N 1.6879 -0.1141 -1.9359  -0.84
C -0.6553 -1.2461 1.8167  -0.65
H -1.4793 -1.9098 1.6111  0.21
C -0.1144 -0.9066 0.4313  -0.19
H -2.3844 1.7607 0.2367  0.47
H 0.0987 -1.6981 2.4100  0.22
H -0.4649 -1.3563 -0.4793  0.19

Values from the calculation:
gap between HOMO and LUMO: 9.2 eV
structure (SMILES): C/C=C/CN.O
E_LUMO: 0.0282 Eh
strongest force on any atom: 3.24 eV/A
E_HOMO: -8.4160 eV
E_tot: -7862.262 eV
relative energy (zero: lowest compared OMol25 entry of this formula, charge and spin): 52.85 kcal per mole


Entry 4:
Formula: C6H12O
Source: OMol25
Level of theory: ωB97M-V with the def2-TZVPD basis set

Last column: natural (NBO) charge in e.
Cartesian coordinates (Å):
C -2.3091 0.6798 -0.0401  -0.60
H -1.7221 -1.1226 1.0381  0.25
H 2.8379 1.0621 -0.9935  0.21
H 0.4192 0.3696 -0.5166  0.23
C -0.4235 -0.9168 -0.5808  0.02
H -0.9583 -1.6392 -1.2153  0.18
H 1.9530 -0.0706 -2.0454  0.21
H 1.9372 -0.1219 1.0090  0.20
C -1.2565 -0.2466 0.5546  -0.38
H 3.2528 -0.6654 -0.9772  0.21
H -2.8666 0.1865 -0.8446  0.21
H -1.8277 1.5676 -0.4658  0.21
C 2.4274 0.0497 -1.0663  -0.62
C 1.4160 -0.1890 0.0510  -0.07
H -3.0232 1.0105 0.7215  0.21
O 0.7746 -1.4398 -0.1297  -0.53
H -0.4471 1.4045 1.7741  0.19
C -0.3333 0.3583 1.4952  -0.34
H 0.1494 -0.2768 2.2317  0.19

Values from the calculation:
gap between HOMO and LUMO (alpha / beta): 8.1 / 8.0 eV
E_LUMO (alpha / beta): 0.0245 / 0.0155 Eh
strongest force on any atom: 0.94 eV/A
E_HOMO (alpha / beta): -7.4676 / -7.6068 eV
E_tot: -8458.286 eV
relative energy (zero: lowest compared OMol25 entry of this formula, charge and spin): 139.92 kcal per mole


Entry 5:
Formula: C21H52F2N4O4S2
Source: OMol25
Level of theory: ωB97M-V with the def2-TZVPD basis set

Last column: Löwdin charge in e.
Cartesian coordinates (Å):
H 5.3877 3.0975 -0.6348  0.11
H -1.6867 0.6249 0.6925  0.07
H -5.8622 -0.9327 -3.2218  0.12
C -2.6482 -0.4187 4.8516  -0.08
H -6.8621 -0.8249 -1.7843  0.10
N -1.8249 1.8240 3.9265  -0.20
H -3.4781 0.8664 -1.3684  0.11
C 3.7677 3.5069 1.3377  -0.25
H -2.2947 -0.4055 1.9797  0.05
H -2.5357 1.4908 5.8282  0.11
H 4.0768 -5.9974 -3.3292  0.13
H -1.6827 2.5840 2.0046  0.10
O 3.5931 -3.5312 -4.1663  -0.21
C -6.7522 1.5047 -0.0539  -0.08
H -5.0704 2.4504 -1.0274  0.11
N -5.4078 0.7166 -2.0862  -0.20
O 8.3443 -5.5825 -2.1298  -0.33
C -1.6582 0.4526 1.7708  -0.08
C 3.8442 -5.6066 -2.3344  -0.17
H -3.7449 1.4138 4.5669  0.11
H -4.4970 -0.2128 0.5833  0.05
H 5.9791 -5.1092 -0.6160  0.12
H 2.6225 5.2856 1.7730  0.07
H 3.6655 -0.3978 0.4091  0.08
C -6.3972 -0.2243 -2.5829  -0.28
H 1.7625 4.1467 0.7441  0.06
H -3.2025 1.8324 2.3942  0.11
H 1.5068 2.5440 3.8787  0.07
H -3.2036 -0.7942 5.7131  0.07
N 3.8638 2.3165 0.5095  -0.20
C 2.6558 1.5104 0.5237  -0.28
H 4.1632 -6.3395 -1.5904  0.12
C 5.9860 -4.6277 -1.5972  -0.27
H -5.1695 -1.5125 -0.4074  0.07
H 0.1637 3.6758 3.6577  0.08
S 7.0142 -5.6582 -2.6548  0.68
H 6.5415 -3.6935 -1.5248  0.11
C -0.4234 1.6866 4.2849  -0.27
H 1.9066 -5.0823 -3.1746  0.11
H -3.7924 -0.5277 -2.3758  0.11
H -3.0820 -0.8707 3.9602  0.05
H 6.5371 -6.8952 -2.3568  0.08
H -1.6200 -0.7707 4.9450  0.07
H 1.9350 -0.4568 0.0379  0.07
C -5.9260 1.8295 -1.3056  -0.24
H 4.1328 2.9057 -2.8811  0.07
S 4.4285 -3.1270 -3.0967  0.61
H 2.6558 2.6446 -1.9620  0.07
H -8.1197 1.0956 -2.7910  0.06
H -0.6326 0.1843 2.0310  0.06
H -7.0713 1.0254 -4.2133  0.08
O 6.6822 -5.4032 -4.0255  -0.32
H -0.0441 0.6609 4.1463  0.10
F 3.5424 -2.2104 -2.2014  -0.12
C -2.1205 1.7178 2.5059  -0.24
H 3.0533 5.1469 0.0727  0.05
F 2.0418 -4.4581 -1.2680  -0.03
H -6.1327 1.1864 0.7834  0.05
H 4.8577 1.5120 -1.1188  0.10
H 3.5413 3.1686 2.3538  0.10
C -7.4964 0.4383 -3.3982  -0.09
H 1.8718 -6.3426 -1.9139  0.12
H -7.3036 2.3916 0.2638  0.07
H 1.8048 2.0009 0.0219  0.10
H 3.0626 0.1766 -1.1506  0.05
H 3.5275 4.1701 -1.8179  0.05
C -2.7242 1.1126 4.8188  -0.25
H -3.4288 -1.3801 -0.1802  0.07
H -0.3453 1.8957 5.3555  0.12
H 4.7620 3.9600 1.3823  0.11
C 0.4802 2.6405 3.5213  -0.09
H -6.5347 2.4488 -1.9678  0.10
C 2.8472 0.1298 -0.0835  -0.09
C -4.3452 -0.8034 -0.3196  -0.09
H -7.4828 0.7178 -0.2487  0.07
C -4.2109 0.0785 -1.5664  -0.25
C 4.4938 2.4881 -0.7908  -0.24
H 0.4854 2.4221 2.4533  0.04
C 2.3351 -5.4058 -2.2279  -0.18
H 2.3653 1.3958 1.5713  0.10
N 4.6349 -4.3953 -2.0574  -0.24
O 5.6474 -2.4250 -3.2542  -0.22
C 3.6499 3.0928 -1.9203  -0.08
H -8.1484 -0.3247 -3.8252  0.07
C 2.7428 4.5793 0.9491  -0.08

Values from the calculation:
gap between HOMO and LUMO: 8.1 eV
structure (SMILES): O=[SH](=O)CN(CCF)S(=O)(=O)F.CCN(CC)CC.CCN(CC)CC.CCN(CC)CC
E_LUMO: 0.0032 Eh
strongest force on any atom: 0.71 eV/A
E_HOMO: -8.0412 eV
E_tot: -63873.692 eV


Entry 6:
Formula: C6H10O3
Source: OMol25
Level of theory: ωB97M-V with the def2-TZVPD basis set

Last column: natural (NBO) charge in e.
Cartesian coordinates (Å):
C -0.0299 0.9725 -1.4455  -0.71
H -0.5854 0.6562 -2.3292  0.24
H -3.9447 0.7794 1.2655  0.20
H 1.7735 -2.0650 -1.0141  0.23
H -1.6373 1.8905 1.4261  0.18
H -3.1905 -0.5140 0.1874  0.20
O 0.2844 0.2304 0.8619  -0.56
O -0.6756 -1.1655 -0.6455  -0.69
O 2.9108 0.1017 1.2655  -0.69
H -0.2974 2.0034 -1.2226  0.24
C -0.2663 0.0659 -0.2801  0.75
H 1.0264 0.9795 -1.7291  0.24
C 2.0766 -0.5921 0.4670  0.45
C -1.8782 0.9793 0.8935  -0.20
H 3.4388 -2.0434 -0.2121  0.23
H -0.7676 -1.6927 0.1654  0.50
H 2.3661 0.6440 1.8523  0.50
C 2.4413 -1.6119 -0.2948  -0.63
C -3.0451 0.3816 0.7884  -0.49

Values from the calculation:
gap between HOMO and LUMO (alpha / beta): 7.5 / 8.4 eV
E_LUMO (alpha / beta): 0.0003 / 0.0158 Eh
strongest force on any atom: 3.85 eV/A
E_HOMO (alpha / beta): -7.5225 / -7.9862 eV
E_tot: -12520.167 eV
relative energy (zero: lowest compared OMol25 entry of this formula, charge and spin): 152.32 kcal per mole


Question: Number 5 is which compound?
Answer: C21H52F2N4O4S2